Record 1
{"formula": "C45H72BO36S", "method": "ωB97M-V/def2-TZVPD", "orbital_gap_ev": 6.89, "e_homo_ev": -5.196, "e_tot_ha": -4889.93221, "total_charge": -1, "e_lumo_ev": 1.70, "symbols": ["C", "S", "O", "O", "B", "O", "H", "H", "H", "H", "H", "H", "C", "C", "C", "O", "C", "O", "O", "H", "H", "H", "H", "H", "H", "C", "C", "C", "O", "C", "O", "O", "H", "H", "H", "H", "H", "H", "C", "C", "C", "O", "C", "O", "O", "H", "H", "H", "H", "H", "H", "C", "C", "C", "O", "C", "O", "O", "H", "H", "H", "H", "H", "H", "C", "C", "C", "O", "C", "O", "O", "H", "H", "H", "H", "H", "H", "C", "C", "C", "O", "C", "O", "O", "H", "H", "H", "H", "H", "H", "C", "C", "C", "O", "C", "O", "O", "H", "H", "H", "H", "H", "H", "C", "C", "C", "O", "C", "O", "O", "H", "H", "H", "H", "H", "H", "C", "C", "C", "O", "C", "O", "O", "H", "H", "H", "H", "H", "H", "C", "C", "C", "O", "C", "O", "O", "H", "H", "H", "H", "H", "H", "C", "C", "C", "O", "C", "O", "O", "H", "H", "H", "H", "H", "H"], "positions_angstrom": [[5.753, 1.309, -0.832], [4.303, 0.595, -1.629], [4.098, -0.722, -0.977], [4.657, 0.492, -3.067], [2.792, 1.824, -1.318], [2.653, 2.694, -2.497], [6.543, 0.535, -0.747], [6.093, 2.173, -1.447], [5.413, 1.685, 0.161], [1.820, 1.123, -1.141], [3.102, 2.463, -0.335], [3.257, 3.454, -2.378], [5.815, 2.205, -6.874], [5.609, 2.424, -5.396], [4.857, 3.688, -5.034], [5.402, 4.006, -3.748], [6.633, 3.457, -3.667], [7.388, 3.635, -2.750], [6.866, 2.642, -4.718], [6.311, 1.250, -7.053], [4.852, 2.196, -7.389], [6.436, 2.992, -7.305], [5.141, 1.557, -4.929], [3.783, 3.537, -4.950], [5.069, 4.511, -5.721], [2.565, -3.734, -1.010], [1.962, -3.542, -2.370], [0.865, -2.502, -2.417], [0.025, -2.987, -3.482], [0.206, -4.316, -3.583], [-0.482, -5.049, -4.248], [1.250, -4.724, -2.833], [3.397, -4.439, -1.039], [2.935, -2.759, -0.681], [1.828, -4.106, -0.294], [2.735, -3.322, -3.110], [1.222, -1.500, -2.642], [0.280, -2.487, -1.494], [3.571, -2.505, 4.720], [3.637, -1.956, 3.317], [4.891, -1.169, 2.984], [4.421, -0.233, 2.019], [3.094, -0.047, 2.218], [2.414, 0.782, 1.689], [2.626, -0.959, 3.115], [2.664, -3.094, 4.857], [4.436, -3.141, 4.919], [3.553, -1.688, 5.445], [3.470, -2.753, 2.588], [5.688, -1.772, 2.554], [5.270, -0.623, 3.855], [-3.024, -0.736, 2.339], [-2.259, -1.836, 3.015], [-1.304, -1.338, 4.072], [-0.282, -2.340, 4.064], [-0.272, -2.899, 2.835], [0.580, -3.637, 2.424], [-1.354, -2.510, 2.124], [-3.730, -1.142, 1.613], [-3.585, -0.163, 3.079], [-2.345, -0.064, 1.817], [-2.946, -2.590, 3.411], [-1.763, -1.263, 5.055], [-0.848, -0.381, 3.803], [3.736, 3.781, -11.810], [3.552, 4.033, -10.335], [2.791, 5.295, -9.981], [3.361, 5.658, -8.724], [4.617, 5.146, -8.670], [5.430, 5.413, -7.834], [4.815, 4.281, -9.697], [4.245, 2.833, -11.980], [2.767, 3.749, -12.310], [4.343, 4.572, -12.255], [3.103, 3.164, -9.847], [1.719, 5.147, -9.872], [2.980, 6.099, -10.698], [-5.317, 2.717, 5.823], [-4.687, 1.679, 6.716], [-3.176, 1.591, 6.635], [-2.931, 0.208, 6.928], [-4.038, -0.489, 6.571], [-4.089, -1.684, 6.493], [-5.062, 0.349, 6.304], [-6.396, 2.752, 5.974], [-4.903, 3.702, 6.045], [-5.127, 2.489, 4.773], [-5.015, 1.803, 7.752], [-2.659, 2.217, 7.359], [-2.808, 1.810, 5.629], [-1.171, 4.567, -1.066], [-1.307, 3.952, 0.302], [-1.699, 2.488, 0.311], [-2.460, 2.384, 1.530], [-2.960, 3.605, 1.818], [-3.784, 3.809, 2.672], [-2.425, 4.543, 1.019], [-0.847, 5.606, -0.988], [-0.422, 4.024, -1.646], [-2.128, 4.550, -1.589], [-0.412, 4.126, 0.897], [-0.850, 1.809, 0.338], [-2.356, 2.231, -0.524], [-7.573, -2.084, 7.138], [-8.955, -1.500, 7.256], [-9.886, -1.799, 6.098], [-10.735, -0.646, 6.077], [-10.045, 0.388, 6.621], [-10.392, 1.534, 6.585], [-8.913, -0.061, 7.212], [-6.987, -1.862, 8.031], [-7.617, -3.168, 7.019], [-7.040, -1.656, 6.288], [-9.420, -1.783, 8.205], [-10.486, -2.695, 6.237], [-9.350, -1.857, 5.148], [1.721, -7.659, -4.281], [3.128, -7.260, -4.630], [3.374, -6.984, -6.100], [4.747, -7.350, -6.263], [5.050, -8.267, -5.309], [6.054, -8.921, -5.287], [4.054, -8.342, -4.396], [1.612, -7.781, -3.203], [1.015, -6.896, -4.607], [1.469, -8.614, -4.748], [3.452, -6.412, -4.021], [3.232, -5.943, -6.379], [2.764, -7.625, -6.742], [-2.931, 6.398, 4.999], [-1.449, 6.462, 4.730], [-0.939, 7.777, 4.172], [0.172, 7.366, 3.371], [-0.054, 6.086, 2.981], [0.555, 5.495, 2.136], [-1.090, 5.559, 3.677], [-3.202, 5.439, 5.439], [-3.225, 7.195, 5.685], [-3.488, 6.498, 4.066], [-0.877, 6.179, 5.619], [-0.607, 8.478, 4.934], [-1.678, 8.258, 3.525], [-2.714, -4.660, -1.297], [-2.916, -4.995, 0.156], [-3.526, -6.355, 0.427], [-4.238, -6.138, 1.651], [-4.552, -4.820, 1.718], [-5.305, -4.339, 2.518], [-3.899, -4.130, 0.758], [-2.223, -3.692, -1.404], [-2.091, -5.415, -1.778], [-3.671, -4.602, -1.820], [-1.981, -4.869, 0.710], [-2.791, -7.145, 0.561], [-4.242, -6.645, -0.347]]}

Record 2
{"formula": "C45H72ClF15N2O14P2S2Si2", "method": "ωB97M-V/def2-TZVPD", "orbital_gap_ev": 8.19, "e_homo_ev": -8.217, "e_tot_ha": -6937.27567, "smiles": "CCCCN(CCCC[Si@H](O[Si@](O)(CCC(=O)Nc1ccccc1)P(CC)CC)P(O)Cl)C(=S)SCCC.CCOC(=O)C(F)(F)F.CCOC(=O)C(F)(F)F.CCOC(=O)C(F)(F)F.CCOC(=O)C(F)(F)F.CCOC(=O)C(F)(F)F", "total_charge": 0, "e_lumo_ev": -0.03, "symbols": ["C", "C", "C", "C", "N", "C", "C", "C", "C", "Si", "O", "Si", "O", "C", "C", "C", "O", "N", "C", "C", "C", "C", "C", "C", "P", "C", "C", "C", "C", "P", "O", "Cl", "C", "S", "S", "C", "C", "C", "H", "H", "H", "H", "H", "H", "H", "H", "H", "H", "H", "H", "H", "H", "H", "H", "H", "H", "H", "H", "H", "H", "H", "H", "H", "H", "H", "H", "H", "H", "H", "H", "H", "H", "H", "H", "H", "H", "H", "H", "H", "H", "H", "H", "H", "H", "H", "C", "C", "O", "C", "O", "C", "F", "F", "F", "H", "H", "H", "H", "H", "C", "C", "O", "C", "O", "C", "F", "F", "F", "H", "H", "H", "H", "H", "C", "C", "O", "C", "O", "C", "F", "F", "F", "H", "H", "H", "H", "H", "C", "C", "O", "C", "O", "C", "F", "F", "F", "H", "H", "H", "H", "H", "C", "C", "O", "C", "O", "C", "F", "F", "F", "H", "H", "H", "H", "H"], "positions_angstrom": [[1.004, -3.207, 7.311], [2.138, -3.518, 6.339], [1.651, -4.168, 5.035], [2.555, -3.792, 3.857], [2.545, -4.750, 2.742], [1.551, -4.472, 1.698], [0.130, -4.887, 2.094], [-0.908, -4.225, 1.155], [-1.813, -3.209, 1.879], [-2.199, -1.692, 0.851], [-2.179, -0.360, 1.845], [-3.296, 0.800, 2.230], [-4.659, 0.714, 1.292], [-2.519, 2.492, 2.013], [-0.987, 2.537, 1.854], [-0.346, 3.601, 2.726], [-0.672, 3.761, 3.864], [0.649, 4.417, 2.139], [2.020, 4.155, 2.476], [2.908, 5.237, 2.531], [4.260, 5.023, 2.821], [4.729, 3.727, 3.072], [3.838, 2.652, 3.042], [2.491, 2.864, 2.741], [-3.984, 0.590, 4.352], [-5.253, -0.773, 4.231], [-6.689, -0.240, 4.273], [-2.585, -0.226, 5.250], [-1.230, 0.447, 5.022], [-3.998, -2.319, -0.342], [-5.300, -2.159, 0.648], [-4.166, -0.731, -1.651], [3.849, -4.977, 2.227], [4.545, -6.437, 2.371], [4.895, -3.751, 1.510], [3.972, -2.241, 1.080], [3.898, -1.152, 2.168], [2.554, -0.431, 2.254], [0.410, -2.361, 6.959], [0.354, -4.071, 7.465], [1.400, -2.935, 8.293], [2.632, -2.575, 6.076], [2.893, -4.151, 6.810], [1.576, -5.252, 5.122], [0.640, -3.786, 4.853], [2.293, -2.778, 3.523], [3.582, -3.744, 4.232], [1.834, -5.012, 0.793], [1.515, -3.391, 1.494], [0.029, -5.973, 2.076], [-0.058, -4.552, 3.111], [-0.370, -3.739, 0.333], [-1.513, -5.001, 0.686], [-1.408, -2.908, 2.847], [-2.776, -3.690, 2.095], [-1.145, -1.535, -0.180], [-5.290, 1.402, 1.530], [-2.973, 2.925, 1.113], [-2.841, 3.103, 2.858], [-0.730, 2.744, 0.812], [-0.507, 1.586, 2.100], [0.538, 4.421, 1.132], [2.548, 6.240, 2.342], [4.945, 5.860, 2.867], [5.778, 3.572, 3.288], [4.194, 1.649, 3.252], [1.807, 2.022, 2.707], [-5.082, -1.362, 3.327], [-5.069, -1.437, 5.078], [-7.049, -0.177, 5.300], [-7.360, -0.913, 3.734], [-6.777, 0.743, 3.807], [-2.548, -1.293, 5.014], [-2.837, -0.147, 6.312], [-1.015, 0.604, 3.966], [-0.433, -0.196, 5.411], [-1.160, 1.394, 5.557], [-5.792, -2.987, 0.603], [4.571, -1.858, 0.255], [2.999, -2.481, 0.655], [4.656, -0.397, 1.939], [4.178, -1.561, 3.141], [2.399, 0.233, 1.401], [2.503, 0.161, 3.172], [1.707, -1.123, 2.283], [8.598, -2.843, -4.979], [7.769, -1.587, -4.835], [7.202, -1.481, -3.509], [8.009, -1.022, -2.568], [9.144, -0.672, -2.683], [7.245, -0.952, -1.228], [6.547, -2.072, -1.008], [6.379, 0.074, -1.253], [8.084, -0.769, -0.220], [8.004, -3.722, -4.730], [8.947, -2.936, -6.007], [9.466, -2.818, -4.321], [6.907, -1.605, -5.498], [8.350, -0.690, -5.046], [-3.965, -0.461, -5.189], [-3.781, -1.678, -6.066], [-4.770, -1.729, -7.119], [-4.534, -0.968, -8.173], [-3.601, -0.248, -8.361], [-5.653, -1.173, -9.218], [-6.862, -1.140, -8.654], [-5.495, -2.372, -9.803], [-5.593, -0.237, -10.154], [-4.975, -0.435, -4.780], [-3.255, -0.493, -4.365], [-3.801, 0.457, -5.753], [-3.934, -2.595, -5.502], [-2.786, -1.710, -6.510], [-7.027, 1.865, -1.010], [-6.840, 3.279, -0.508], [-8.050, 4.055, -0.641], [-8.955, 3.870, 0.306], [-8.876, 3.150, 1.255], [-10.175, 4.780, 0.041], [-10.553, 4.723, -1.238], [-9.857, 6.048, 0.331], [-11.197, 4.414, 0.804], [-7.374, 1.871, -2.044], [-6.083, 1.324, -0.961], [-7.760, 1.325, -0.412], [-6.102, 3.813, -1.102], [-6.521, 3.303, 0.534], [6.657, 10.710, 1.949], [7.796, 10.018, 2.664], [7.446, 9.707, 4.032], [6.713, 8.625, 4.213], [6.314, 7.868, 3.379], [6.452, 8.416, 5.721], [6.080, 9.555, 6.309], [7.573, 7.982, 6.311], [5.500, 7.511, 5.901], [6.354, 11.604, 2.493], [6.975, 11.001, 0.948], [5.793, 10.054, 1.859], [8.663, 10.668, 2.746], [8.096, 9.102, 2.157], [-4.155, -5.231, -10.772], [-3.098, -5.560, -11.801], [-1.783, -5.168, -11.344], [-1.188, -5.998, -10.504], [-1.602, -7.038, -10.089], [0.205, -5.444, -10.134], [0.147, -4.144, -9.831], [1.041, -5.598, -11.169], [0.700, -6.099, -9.091], [-4.116, -4.176, -10.515], [-5.144, -5.460, -11.168], [-4.007, -5.810, -9.861], [-3.249, -4.994, -12.716], [-3.088, -6.620, -12.051]]}

Record 3
{"formula": "C45H73BrFN9O5PSSi", "method": "ωB97M-V/def2-TZVPD", "orbital_gap_ev": 3.14, "e_homo_ev": -9.582, "e_tot_ha": -6329.41608, "total_charge": 1, "e_lumo_ev": -6.44, "symbols": ["C", "P", "O", "C", "C", "C", "O", "Si", "C", "C", "C", "C", "O", "N", "C", "N", "Br", "S", "O", "O", "F", "N", "C", "C", "C", "C", "C", "C", "C", "C", "C", "C", "C", "C", "N", "C", "C", "C", "C", "H", "H", "H", "H", "H", "H", "H", "H", "H", "H", "H", "H", "H", "H", "H", "H", "H", "H", "H", "H", "H", "H", "H", "H", "H", "H", "H", "H", "H", "H", "H", "H", "H", "H", "H", "H", "H", "H", "H", "H", "H", "H", "H", "H", "H", "H", "H", "H", "N", "C", "C", "C", "C", "H", "H", "H", "H", "H", "N", "C", "C", "C", "C", "H", "H", "H", "H", "H", "N", "C", "C", "C", "C", "H", "H", "H", "H", "H", "N", "C", "C", "C", "C", "H", "H", "H", "H", "H", "N", "C", "C", "C", "C", "H", "H", "H", "H", "H"], "positions_angstrom": [[-0.615, -3.983, -1.524], [-0.317, -2.211, -0.875], [-1.875, -1.709, -0.205], [0.217, -1.009, -2.306], [1.679, -1.598, -2.755], [2.084, -1.297, -4.330], [2.133, 0.156, -4.544], [3.746, 0.739, -4.912], [3.878, 0.983, -6.817], [3.847, 2.541, -4.137], [5.189, -0.252, -4.111], [-1.059, -1.102, -3.331], [-1.250, -2.280, -4.187], [-0.885, 0.278, -4.000], [-0.911, 1.165, -2.736], [-1.671, 2.292, -2.553], [-1.629, 3.216, -0.925], [-2.742, 2.953, -3.809], [-2.107, 2.822, -5.249], [-2.761, 4.507, -3.531], [-4.348, 2.360, -3.715], [0.070, 0.427, -1.854], [1.301, 1.160, -1.377], [1.845, 0.663, 0.116], [3.490, 0.423, 0.135], [3.952, -0.918, 0.960], [3.257, -1.035, 2.450], [4.125, -2.151, 3.309], [3.697, -2.022, 4.907], [2.051, -1.814, 5.105], [1.650, -0.244, 5.363], [0.559, 0.363, 4.288], [-0.303, 1.601, 4.960], [0.060, 3.027, 4.200], [1.582, 3.248, 4.185], [2.539, 3.234, 5.382], [4.039, 3.514, 4.747], [3.944, 3.750, 3.115], [2.321, 3.556, 2.870], [-0.492, -4.765, -0.643], [0.104, -4.310, -2.393], [-1.720, -4.147, -1.940], [-1.689, -1.404, 0.750], [1.666, -2.788, -2.656], [2.548, -1.251, -2.014], [1.165, -1.695, -4.979], [3.018, -1.892, -4.709], [2.850, 1.482, -7.162], [4.075, 0.011, -7.437], [4.696, 1.832, -7.006], [4.691, 3.192, -4.618], [2.803, 3.054, -4.288], [3.970, 2.400, -2.961], [5.046, -0.389, -2.957], [5.232, -1.299, -4.681], [6.188, 0.350, -4.368], [-2.055, -1.029, -2.719], [-2.211, -2.603, -4.060], [-1.779, 0.313, -4.574], [2.243, 1.050, -2.095], [1.151, 2.338, -1.263], [1.654, 1.561, 0.880], [1.255, -0.251, 0.549], [3.951, 0.322, -0.953], [3.969, 1.376, 0.644], [3.754, -1.913, 0.361], [5.124, -0.851, 1.121], [3.293, 0.022, 2.976], [2.175, -1.459, 2.300], [3.856, -3.221, 2.915], [5.282, -2.012, 3.194], [4.241, -1.112, 5.416], [4.050, -3.009, 5.459], [1.752, -2.430, 6.059], [1.449, -2.267, 4.196], [2.647, 0.377, 5.416], [1.125, -0.203, 6.430], [1.152, 0.711, 3.317], [-0.215, -0.463, 3.913], [-1.459, 1.414, 4.894], [0.031, 1.719, 6.095], [-0.335, 3.031, 3.081], [-0.389, 3.963, 4.764], [2.211, 3.017, 6.503], [5.009, 3.543, 5.403], [4.812, 3.999, 2.348], [1.766, 3.621, 1.815], [-3.862, 1.846, 1.514], [-3.586, 1.645, 2.842], [-4.709, 1.983, 3.565], [-5.697, 2.397, 2.641], [-5.148, 2.300, 1.382], [-3.217, 1.685, 0.752], [-2.618, 1.281, 3.158], [-4.805, 1.936, 4.642], [-6.702, 2.730, 2.869], [-5.562, 2.515, 0.405], [7.761, -0.025, 6.722], [8.036, -0.226, 8.050], [6.914, 0.112, 8.773], [5.925, 0.526, 7.848], [6.474, 0.428, 6.589], [8.406, -0.187, 5.960], [9.005, -0.590, 8.365], [6.818, 0.064, 9.850], [4.921, 0.858, 8.076], [6.061, 0.644, 5.613], [-4.419, -3.039, 1.106], [-4.307, -4.214, 0.408], [-4.927, -5.203, 1.137], [-5.437, -4.603, 2.314], [-5.111, -3.266, 2.267], [-4.050, -2.145, 0.810], [-3.795, -4.245, -0.544], [-5.005, -6.244, 0.852], [-5.983, -5.094, 3.109], [-5.312, -2.459, 2.959], [-6.864, 4.113, -3.666], [-7.858, 4.001, -2.728], [-9.056, 3.864, -3.393], [-8.774, 3.888, -4.780], [-7.413, 4.040, -4.919], [-5.880, 4.230, -3.464], [-7.628, 4.030, -1.672], [-10.028, 3.756, -2.929], [-9.488, 3.804, -5.589], [-6.790, 4.104, -5.802], [-3.010, -4.032, -6.721], [-3.334, -5.342, -6.963], [-4.706, -5.452, -6.942], [-5.229, -4.162, -6.685], [-4.160, -3.304, -6.556], [-2.071, -3.660, -6.673], [-2.562, -6.081, -7.126], [-5.270, -6.363, -7.097], [-6.273, -3.888, -6.604], [-4.119, -2.241, -6.359]]}